[1]
An isolated molecule of C22H28N2O2. Source: OMol25; level of theory: ωB97M-V/def2-TZVPD.

Last column: Mulliken charge in e.
CARTESIAN COORDINATES (ANGSTROEM)
C  -4.059  -4.384  1.167  -1.0808
C  -4.790  -3.047  1.121  -0.5253
C  -3.984  -1.957  0.418  -0.4351
C  -2.671  -1.634  1.145  -0.8836
C  -2.050  -0.405  0.535  0.9295
O  -2.346  0.682  1.060  -0.9129
C  -1.133  -0.500  -0.589  0.2837
C  -0.463  0.659  -1.031  -0.2449
N  -0.828  1.847  -0.577  -0.1209
C  -0.166  3.116  -0.715  -1.0746
C  0.671  3.425  0.545  -1.1265
C  1.643  2.325  0.821  0.3809
C  1.514  1.330  1.754  0.4391
C  0.481  1.134  2.807  -1.3848
N  2.569  0.461  1.636  0.0809
C  3.393  0.871  0.628  -0.5207
C  4.562  0.315  0.130  -0.9551
C  5.183  0.963  -0.917  -0.4975
C  4.657  2.141  -1.454  -0.8288
C  3.497  2.698  -0.965  0.0446
C  2.841  2.058  0.088  0.8919
C  0.635  0.593  -2.053  -0.5600
C  1.255  -0.792  -2.120  -0.8608
C  0.147  -1.795  -2.362  -1.1727
C  -0.882  -1.779  -1.243  0.8964
O  -1.461  -2.820  -0.981  -0.6440
H  -4.728  -5.171  1.509  0.3921
H  -3.691  -4.643  0.177  0.2590
H  -3.211  -4.341  1.844  0.2758
H  -5.032  -2.726  2.138  0.3164
H  -5.732  -3.173  0.582  0.3301
H  -4.587  -1.047  0.361  0.3246
H  -3.749  -2.281  -0.596  0.2730
H  -2.898  -1.395  2.188  0.5548
H  -2.004  -2.489  1.090  0.3243
H  -1.547  1.778  0.168  0.4637
H  0.468  3.133  -1.601  0.4280
H  -0.939  3.882  -0.831  0.4240
H  0.000  3.539  1.397  0.4294
H  1.198  4.368  0.387  0.4551
H  0.509  1.953  3.526  0.3317
H  -0.519  1.101  2.379  0.2378
H  0.656  0.202  3.340  0.3395
H  2.710  -0.352  2.212  0.2291
H  4.971  -0.593  0.550  0.4295
H  6.094  0.557  -1.330  0.4089
H  5.178  2.621  -2.269  0.4053
H  3.104  3.613  -1.385  0.4376
H  0.208  0.851  -3.028  0.4470
H  1.409  1.321  -1.818  0.0075
H  1.762  -1.011  -1.178  0.1926
H  2.000  -0.830  -2.917  0.4063
H  -0.374  -1.558  -3.295  0.3024
H  0.527  -2.814  -2.449  0.4561

Its spin multiplicity is 1. As for the energy above the lowest of the compared OMol25 structures with the same formula, charge and spin: 13.7 kcal/mol. The HOMO energy is -7.941 eV. For the gap between HOMO and LUMO, the calculation gives 8.67 eV. The value obtained for the total energy is -1115.16498 Eh. As for the SMILES: CCCCC(=O)C1=C(NCCc2c(C)[nH]c3ccccc23)CCCC1=O.

[2]
A structure of composition C53H107ClO18Rb2 in a non-equilibrium geometry. Source: OMol25; level of theory: ωB97M-V/def2-TZVPD.

Last column: Mulliken charge in e.
CARTESIAN COORDINATES (ANGSTROEM)
Rb  1.618  -0.150  2.810  -0.0463
Rb  3.459  -0.360  -0.840  0.0067
Cl  5.902  0.361  2.008  1.6468
O  6.431  -0.293  3.169  -0.6655
O  6.017  -0.483  0.856  -0.6720
O  4.492  0.755  2.189  -0.4910
O  6.622  1.541  1.711  -0.6816
C  -0.417  -0.236  0.095  1.8425
O  0.966  -0.483  0.009  0.5844
H  -0.680  0.834  -0.074  -0.9027
H  -0.995  -0.741  -0.667  -1.7722
H  -0.939  -0.509  1.030  -0.1445
C  6.748  2.585  -2.298  -0.6034
C  5.707  3.578  -2.725  -0.1775
C  4.678  2.676  -3.466  -0.0536
O  4.606  1.569  -2.624  0.0989
C  6.020  1.233  -2.445  -0.4133
H  7.091  2.784  -1.302  0.2714
H  7.575  2.569  -3.017  0.2780
H  6.224  4.351  -3.373  0.4239
H  5.287  4.036  -1.817  -0.1702
H  4.995  2.541  -4.497  0.5129
H  3.609  3.053  -3.479  -0.5528
H  6.313  0.629  -3.308  0.3215
H  6.085  0.483  -1.659  0.2181
C  -3.144  1.749  -3.135  -0.2636
C  -2.483  1.918  -1.765  1.6428
C  -2.825  3.416  -1.389  -0.2930
O  -2.908  4.064  -2.670  -0.4692
C  -3.601  3.160  -3.524  -0.6563
H  -3.968  1.024  -3.162  0.0272
H  -2.475  1.262  -3.802  0.1694
H  -1.406  1.866  -1.953  -0.7967
H  -2.821  1.218  -1.017  0.0410
H  -2.021  3.866  -0.837  0.2729
H  -3.804  3.432  -0.826  -0.2342
H  -3.330  3.323  -4.556  0.4136
H  -4.697  3.245  -3.435  0.1589
C  -5.938  1.147  0.221  1.8277
C  -6.728  2.332  0.732  -0.6569
C  -7.195  2.944  -0.609  -0.5220
O  -7.159  1.899  -1.624  -0.4954
C  -6.581  0.736  -1.124  -0.0815
H  -5.785  0.456  1.085  -0.2649
H  -4.975  1.549  -0.079  -1.2582
H  -6.159  3.015  1.366  0.2293
H  -7.524  1.962  1.387  0.4066
H  -6.440  3.654  -0.993  0.1339
H  -8.152  3.431  -0.664  0.3923
H  -5.923  0.321  -1.891  -0.0195
H  -7.355  -0.020  -0.988  0.3179
C  0.934  7.105  -3.860  -0.7940
C  2.279  7.015  -4.631  -0.6759
C  2.808  5.659  -4.076  -0.3215
O  1.658  4.842  -3.984  -0.2264
C  0.610  5.649  -3.441  0.0956
H  0.105  7.440  -4.398  0.3891
H  1.066  7.718  -2.925  0.2715
H  2.959  7.841  -4.434  0.3582
H  2.121  6.844  -5.710  0.2540
H  3.264  5.835  -3.104  0.1719
H  3.411  5.213  -4.889  0.3518
H  0.703  5.548  -2.380  -0.0062
H  -0.338  5.257  -3.808  0.1830
C  0.651  -4.546  1.782  1.1765
C  0.393  -5.749  2.667  -1.0404
C  -1.137  -5.681  2.966  -0.6358
O  -1.551  -4.402  2.517  -0.1758
C  -0.708  -4.083  1.414  0.4894
H  1.148  -4.909  0.909  0.2881
H  1.228  -3.818  2.384  -0.8007
H  0.949  -5.941  3.579  0.2878
H  0.664  -6.609  2.033  0.4066
H  -1.448  -5.886  4.015  0.2984
H  -1.730  -6.445  2.416  0.4097
H  -0.781  -3.004  1.246  -0.8253
H  -1.087  -4.503  0.511  0.2343
C  2.749  -4.494  -3.818  -0.9522
C  1.338  -4.246  -3.129  0.0620
C  1.589  -3.529  -1.874  0.8046
O  2.852  -2.806  -2.115  0.0755
C  3.664  -3.746  -2.823  -0.6504
H  2.853  -4.152  -4.841  0.3116
H  2.940  -5.545  -3.832  0.2673
H  0.807  -5.191  -2.951  0.5331
H  0.700  -3.612  -3.796  -0.1032
H  1.864  -4.229  -1.058  -0.4367
H  0.835  -2.813  -1.505  -0.4499
H  3.966  -4.475  -2.088  0.3742
H  4.500  -3.264  -3.319  0.4038
C  3.859  3.594  0.567  0.1319
C  2.700  3.573  -0.512  1.0152
C  1.447  3.326  0.294  0.3605
O  1.917  2.931  1.611  -0.0923
C  3.137  3.706  1.868  -0.9904
H  4.550  4.450  0.335  0.4265
H  4.333  2.624  0.545  -0.3156
H  2.878  2.719  -1.185  -0.7158
H  2.644  4.508  -1.058  -0.2330
H  0.924  2.419  -0.028  -0.6644
H  0.860  4.214  0.357  0.5347
H  3.660  3.132  2.637  0.4424
H  2.854  4.725  2.173  0.2457
C  -1.861  3.855  3.433  -0.9756
C  -2.841  3.049  2.582  -0.0854
C  -2.082  1.684  2.379  0.5919
O  -1.148  1.625  3.467  -0.2419
C  -0.628  2.973  3.496  0.2013
H  -2.320  4.009  4.399  0.2396
H  -1.652  4.873  3.095  0.4481
H  -3.001  3.566  1.636  0.0269
H  -3.789  2.885  3.090  0.3027
H  -1.632  1.746  1.417  -0.7578
H  -2.667  0.791  2.475  0.1649
H  0.035  3.153  2.636  -0.4273
H  -0.004  3.080  4.376  0.4836
C  -4.833  -3.184  3.706  -0.2039
C  -6.267  -2.853  3.526  -0.9067
C  -6.253  -2.121  2.152  -0.3302
O  -4.957  -1.668  1.968  -0.1117
C  -4.146  -1.929  3.130  -0.5610
H  -4.451  -3.999  3.120  0.1347
H  -4.435  -3.227  4.684  0.4367
H  -6.631  -2.182  4.337  0.2797
H  -6.956  -3.689  3.523  0.3853
H  -6.952  -1.246  2.075  0.1854
H  -6.472  -2.868  1.402  0.3120
H  -4.296  -1.146  3.856  0.2262
H  -3.184  -1.947  2.727  0.2194
C  -0.944  -3.357  5.971  -0.1024
C  -1.721  -2.007  6.248  -0.0696
C  -0.684  -0.945  5.876  -0.3131
O  0.244  -1.544  4.921  0.0375
C  0.424  -2.872  5.427  -0.0210
H  -1.311  -3.916  5.123  -0.3093
H  -0.925  -3.939  6.894  0.4294
H  -1.933  -1.911  7.319  0.3701
H  -2.542  -1.907  5.597  -0.1624
H  -0.153  -0.616  6.765  0.2929
H  -1.158  -0.115  5.306  -0.1237
H  1.121  -2.767  6.263  0.2505
H  0.924  -3.489  4.646  -0.1594
C  1.307  0.904  -3.658  0.4003
C  0.928  1.356  -5.029  -0.1079
C  0.684  0.078  -5.808  -0.7388
O  0.180  -0.818  -4.852  -0.5514
C  0.601  -0.493  -3.505  2.5362
H  1.151  1.628  -2.855  -0.1630
H  2.378  0.706  -3.664  -0.1568
H  1.529  2.133  -5.543  0.2471
H  -0.030  1.919  -4.939  0.0965
H  1.635  -0.348  -6.172  0.2734
H  -0.046  0.212  -6.585  0.3883
H  1.260  -1.199  -2.996  -1.3348
H  -0.324  -0.485  -2.949  -0.8656
C  4.979  -4.034  4.578  -0.5726
C  5.431  -3.739  3.143  -0.7770
C  4.140  -3.154  2.528  -0.1112
O  3.409  -2.633  3.588  -0.0444
C  4.122  -2.800  4.841  -0.5139
H  5.842  -4.190  5.267  0.4052
H  4.303  -4.839  4.567  0.2888
H  5.897  -4.580  2.643  0.3971
H  6.246  -3.017  3.136  0.2337
H  3.514  -3.880  2.093  0.1729
H  4.312  -2.397  1.804  0.1029
H  3.487  -2.860  5.654  0.3512
H  4.824  -1.987  5.012  0.3116
C  -3.205  -1.849  -2.183  1.3363
C  -2.756  -2.379  -3.569  0.0706
C  -2.719  -3.919  -3.320  -0.7999
O  -2.280  -4.109  -2.020  -0.4417
C  -2.528  -2.924  -1.268  0.8216
H  -4.288  -1.970  -2.151  0.2374
H  -2.777  -0.862  -1.994  -1.3626
H  -1.783  -2.024  -3.888  -0.2881
H  -3.523  -2.179  -4.406  0.3709
H  -2.026  -4.410  -3.981  0.4087
H  -3.650  -4.527  -3.494  0.2350
H  -1.594  -2.437  -0.929  -0.6410
H  -3.158  -3.243  -0.427  0.1993

Its spin multiplicity is 1. The HOMO energy is -7.470 eV. For the gap between HOMO and LUMO, the calculation gives 7.63 eV. The value obtained for the total energy is -3945.81746 Eh.